Below is C26H53InNO4 as an isolated structure, with properties calculated with ωB97M-V/def2-TZVPD.

Each line ends with the Löwdin charge.
Atoms and positions in Å:
1 H 4.378 3.842 1.026  0.028
2 C 4.741 1.802 1.795  -0.308
3 C 0.783 0.848 -1.720  -0.179
4 H 7.738 -0.621 -1.315  0.080
5 H 5.992 3.576 2.060  0.022
6 H -1.353 5.010 3.727  0.079
7 H -5.958 -0.645 2.283  0.117
8 H 3.732 -2.223 -3.927  0.103
9 C 2.249 -0.789 -3.177  -0.226
10 H 2.960 -2.237 -0.909  0.070
11 H 6.193 3.426 -3.897  0.090
12 H -3.842 3.796 2.784  0.079
13 H 4.629 -3.578 0.275  0.091
14 H 5.462 -1.687 -2.087  0.077
15 H -7.897 0.879 1.982  0.078
16 C -7.170 0.740 1.178  -0.065
17 C 2.883 -2.243 -3.194  -0.203
18 C 5.020 -2.620 -1.661  -0.242
19 H -5.793 -4.446 2.722  0.081
20 H 2.082 -2.935 -3.562  0.096
21 H -7.073 1.704 0.668  0.080
22 C 6.208 1.032 -1.606  -0.316
23 H -7.566 0.009 0.471  0.068
24 H 6.816 -1.587 1.031  0.016
25 O -5.358 1.262 2.678  -0.073
26 C 3.448 -2.718 -1.789  -0.235
27 H 1.661 1.298 -1.196  0.070
28 C 5.052 3.160 1.601  -0.193
29 H -2.627 2.811 -0.279  0.072
30 C -1.813 2.762 -1.056  -0.119
31 H -7.967 -2.823 1.619  0.096
32 H -2.741 1.082 2.681  0.061
33 H -0.618 -0.191 -0.295  0.117
34 H -2.154 3.264 -2.005  0.089
35 H -5.595 -5.477 1.292  0.081
36 H -1.167 2.968 2.321  0.133
37 H -5.127 -0.644 -0.087  0.074
38 H -6.936 -2.898 -1.121  0.078
39 H 8.292 2.301 -4.687  0.078
40 C 7.762 1.900 -3.792  -0.102
41 H -7.902 -4.173 -0.395  0.080
42 O -1.603 1.379 -1.370  -0.236
43 H -0.847 3.631 4.722  0.081
44 C 1.034 -0.640 -2.186  -0.233
45 H 1.083 -1.320 -1.300  0.093
46 H -7.212 -5.108 1.926  0.079
47 C 5.436 -2.943 -0.167  -0.299
48 H -6.283 -4.545 -1.021  0.082
49 H 3.268 0.073 -0.551  -0.058
50 H -2.523 4.216 4.770  0.079
51 H 4.386 1.463 2.812  -0.003
52 C -2.027 3.096 2.983  -0.483
53 C -6.285 -3.465 0.860  -0.491
54 H 0.561 1.521 -2.596  0.120
55 H -3.841 -0.206 1.055  0.076
56 C -5.831 0.290 1.741  -0.487
57 H 5.222 -1.937 1.769  0.020
58 O -3.078 3.676 2.206  -0.070
59 H -4.623 1.047 0.107  0.082
60 C 6.540 2.528 -3.320  -0.196
61 H 6.388 -3.547 -0.212  0.088
62 O -7.079 -2.466 1.499  -0.069
63 H -5.284 -3.048 0.731  0.136
64 H -3.361 1.839 4.135  0.076
65 H 0.109 -0.934 -2.768  0.115
66 H -1.682 1.265 4.092  0.085
67 H 9.174 0.193 -3.355  0.082
68 N 5.755 2.144 -2.273  0.002
69 C -6.881 -3.795 -0.499  -0.060
70 C 8.243 0.728 -3.042  -0.090
71 C 7.433 0.278 -1.897  -0.118
72 H 3.084 -0.070 -2.935  0.092
73 H -5.242 2.097 2.207  0.070
74 In 4.916 0.283 0.127  0.661
75 C -4.800 0.106 0.637  -0.046
76 H -0.897 3.304 -0.712  0.094
77 H 3.202 -3.821 -1.721  0.104
78 C -1.661 4.038 4.119  -0.064
79 H 5.427 -3.471 -2.288  0.103
80 H 1.906 -0.497 -4.213  0.105
81 C -2.472 1.741 3.507  -0.059
82 C -6.213 -4.699 1.746  -0.062
83 C -0.447 0.839 -0.700  -0.216
84 C 5.726 -1.704 0.783  -0.311
85 H -0.145 1.505 0.153  0.106

Energy relative to the best compared isomer or geometry (same formula, charge and spin) ... 41.93 kcal/mol
HOMO-LUMO gap ... 0.1873 Ha
2S+1 ... 1
Total charge ... -1